[1]
Below is the molecule C5H7NO, with properties calculated with the ωB97M-V functional and the def2-TZVPD basis.

Last column: natural (NBO) charge in e.
Atoms and positions in Å:
C (0.59, 0.81, 1.71)  -0.647
C (0.09, 0.52, 0.34)  0.198
C (-0.15, -0.64, -0.33)  0.075
N (0.15, -1.95, 0.06)  -0.811
C (-0.59, -0.27, -1.64)  -0.340
C (-0.51, 1.07, -1.70)  0.104
O (-0.11, 1.59, -0.51)  -0.412
H (0.54, -0.10, 2.32)  0.213
H (1.63, 1.16, 1.71)  0.221
H (-0.02, 1.58, 2.21)  0.228
H (-0.54, -2.63, -0.23)  0.373
H (0.38, -2.05, 1.03)  0.372
H (-0.89, -0.93, -2.45)  0.225
H (-0.54, 1.75, -2.53)  0.201

* LUMO energy: 1.04 eV
* structure (SMILES): Cc1occc1N
* HOMO level: -7.74 eV
* HOMO-LUMO gap: 0.3226 Eh

[2]
Below is the molecule C5H7NO in a non-equilibrium geometry, with properties calculated with the ωB97M-V functional and the def2-TZVPD basis.

Last column: natural (NBO) charge in e.
Atoms and positions in Å:
C (-1.65, -0.16, 0.18)  -0.420
C (-0.59, 0.46, -0.69)  -0.299
C (0.46, 1.18, 0.11)  -0.110
O (1.77, 0.66, -0.20)  -0.480
C (1.78, -0.58, 0.31)  0.411
N (0.73, -1.22, 0.65)  -0.521
C (-0.43, -0.95, -0.19)  -0.077
H (-1.78, 0.20, 1.20)  0.221
H (-2.58, -0.45, -0.32)  0.228
H (-0.79, 0.70, -1.73)  0.226
H (0.32, 0.63, 1.12)  0.210
H (0.53, 2.26, -0.06)  0.213
H (2.79, -0.94, 0.48)  0.175
H (-0.56, -1.79, -0.87)  0.223

* LUMO energy: 1.10 eV
* structure (SMILES): C1=N[C@H]2C[C@H]2CO1
* HOMO level: -9.33 eV
* HOMO-LUMO gap: 0.3836 Eh

[3]
Below is a cluster of 2 separate species, C5H7NO in total, with properties calculated with the ωB97M-V functional and the def2-TZVPD basis.

Last column: natural (NBO) charge in e.
Atoms and positions in Å:
C (-1.70, 0.29, 0.00)  -0.649
C (-0.26, 0.24, 0.35)  -0.041
C (0.58, 1.16, 0.85)  -0.270
C (1.91, 0.48, 0.98)  0.143
N (1.94, -0.75, 0.62)  -0.470
C (0.58, -1.02, 0.20)  0.633
O (0.19, -2.08, -0.21)  -0.471
H (-2.12, 1.29, 0.15)  0.223
H (-2.26, -0.42, 0.61)  0.239
H (-1.85, 0.00, -1.04)  0.242
H (-0.36, -0.87, -3.06)  -0.016
H (0.38, 2.19, 1.11)  0.226
H (2.80, 0.97, 1.36)  0.198
H (0.05, -1.30, -2.62)  0.014

* LUMO energy: -0.98 eV
* structure (SMILES): CC1=CC=NC1=O.[H][H]
* HOMO level: -10.07 eV
* HOMO-LUMO gap: 0.3342 Eh